1.
{"formula": "C28H60BF12MgN2O20S4", "method": "the ωB97M-V functional and the def2-TZVPD basis", "largest_force_ev_per_a": 4.65, "e_above_lowest_kcal_mol": 0.0, "homo_energy_ev": -7.4, "total_energy_ha": -5733.1000, "total_charge": -1, "elements": ["Mg", "C", "F", "F", "F", "S", "O", "O", "N", "S", "O", "O", "C", "F", "F", "F", "C", "F", "F", "F", "S", "O", "O", "N", "S", "O", "O", "C", "F", "F", "F", "B", "H", "H", "H", "H", "C", "O", "C", "C", "O", "C", "C", "O", "C", "H", "H", "H", "H", "H", "H", "H", "H", "H", "H", "H", "H", "H", "H", "C", "O", "C", "C", "O", "C", "C", "O", "C", "H", "H", "H", "H", "H", "H", "H", "H", "H", "H", "H", "H", "H", "H", "C", "O", "C", "C", "O", "C", "C", "O", "C", "H", "H", "H", "H", "H", "H", "H", "H", "H", "H", "H", "H", "H", "H", "C", "O", "C", "C", "O", "C", "C", "O", "C", "H", "H", "H", "H", "H", "H", "H", "H", "H", "H", "H", "H", "H", "H"], "coordinates": [[-7.021, -6.002, 1.991], [-9.763, -3.385, 0.686], [-9.914, -3.716, -0.584], [-8.625, -2.692, 0.818], [-10.763, -2.622, 1.078], [-9.739, -4.865, 1.857], [-9.009, -4.446, 3.004], [-11.071, -5.271, 2.080], [-8.695, -6.007, 1.056], [-9.769, -6.935, 0.286], [-10.456, -7.805, 1.190], [-10.586, -6.262, -0.667], [-8.707, -8.057, -0.754], [-9.417, -8.424, -1.788], [-7.614, -7.445, -1.204], [-8.393, -9.136, -0.074], [-2.258, -5.129, 6.961], [-3.383, -4.475, 7.302], [-1.970, -4.812, 5.717], [-1.311, -4.693, 7.739], [-2.577, -6.976, 7.287], [-1.799, -7.245, 8.457], [-3.970, -7.254, 7.417], [-1.727, -7.658, 5.965], [-2.820, -7.668, 4.794], [-3.829, -6.633, 4.889], [-2.248, -7.652, 3.465], [-3.640, -9.379, 5.017], [-3.106, -10.229, 4.109], [-3.306, -9.852, 6.219], [-4.954, -9.336, 4.886], [-5.677, -7.432, 1.409], [-5.280, -7.015, 2.410], [-6.720, -7.892, 1.617], [-5.765, -6.598, 0.624], [-5.021, -8.346, 0.999], [-11.962, -12.329, 2.865], [-10.784, -12.021, 3.542], [-10.207, -13.106, 4.177], [-9.624, -14.182, 3.293], [-8.379, -13.907, 2.716], [-8.313, -12.743, 1.895], [-6.961, -12.761, 1.223], [-5.921, -12.851, 2.151], [-5.396, -11.574, 2.600], [-12.675, -12.855, 3.512], [-11.738, -12.966, 2.005], [-12.396, -11.397, 2.531], [-10.903, -13.601, 4.882], [-9.436, -12.768, 4.877], [-10.301, -14.467, 2.461], [-9.579, -15.146, 3.807], [-8.480, -11.860, 2.524], [-9.177, -12.760, 1.215], [-6.876, -11.859, 0.605], [-6.932, -13.607, 0.529], [-6.182, -10.912, 2.966], [-4.764, -11.090, 1.849], [-4.738, -11.910, 3.402], [-8.423, -8.114, 3.871], [-7.752, -6.866, 3.803], [-7.195, -6.419, 5.041], [-6.470, -5.092, 4.864], [-6.155, -4.933, 3.486], [-5.406, -3.800, 3.114], [-5.331, -3.703, 1.577], [-6.436, -4.363, 0.943], [-6.326, -4.268, -0.469], [-8.398, -8.460, 4.905], [-7.865, -8.861, 3.312], [-9.424, -7.916, 3.514], [-6.614, -7.199, 5.534], [-8.037, -6.187, 5.714], [-5.571, -5.007, 5.488], [-7.018, -4.198, 5.204], [-4.418, -3.916, 3.559], [-5.844, -2.856, 3.464], [-4.358, -4.130, 1.306], [-5.336, -2.662, 1.250], [-5.964, -3.280, -0.782], [-7.309, -4.543, -0.830], [-5.520, -4.879, -0.901], [-3.953, -8.245, -1.628], [-3.252, -8.311, -2.857], [-1.974, -7.718, -2.738], [-1.135, -8.032, -3.947], [-1.467, -7.248, -5.062], [-2.534, -7.770, -5.840], [-2.611, -6.953, -7.119], [-1.432, -6.921, -7.883], [-1.075, -8.117, -8.485], [-4.308, -7.231, -1.409], [-3.432, -8.720, -0.793], [-4.891, -8.805, -1.717], [-1.506, -8.083, -1.812], [-2.025, -6.624, -2.638], [-1.020, -9.105, -4.140], [-0.114, -7.719, -3.686], [-3.460, -7.638, -5.271], [-2.373, -8.833, -6.060], [-2.854, -5.933, -6.812], [-3.456, -7.307, -7.733], [-1.003, -8.976, -7.803], [-0.134, -7.971, -9.007], [-1.803, -8.462, -9.245], [-6.373, -0.095, 1.964], [-4.987, -0.274, 1.737], [-4.233, -0.242, 2.937], [-2.812, -0.695, 2.754], [-2.740, -2.074, 2.641], [-1.443, -2.679, 2.649], [-1.421, -4.148, 2.267], [-1.841, -4.429, 0.962], [-2.134, -5.818, 0.777], [-6.867, -0.912, 1.429], [-6.732, 0.840, 1.525], [-6.698, -0.141, 3.005], [-4.645, -0.947, 3.670], [-4.163, 0.792, 3.301], [-2.268, -0.323, 3.641], [-2.327, -0.188, 1.902], [-0.934, -2.475, 3.600], [-0.903, -2.217, 1.791], [-1.757, -4.801, 3.083], [-0.326, -4.325, 2.228], [-1.153, -6.271, 0.972], [-2.484, -6.062, -0.219], [-2.849, -6.193, 1.512]]}



2.
{"formula": "C28H60BF4N7O4", "method": "the ωB97M-V functional and the def2-TZVPD basis", "largest_force_ev_per_a": 16.41, "e_above_lowest_kcal_mol": 34.7, "homo_energy_ev": -9.3, "total_energy_ha": -2211.1099, "elements": ["C", "C", "C", "N", "C", "C", "C", "C", "C", "H", "H", "H", "H", "H", "H", "H", "H", "H", "H", "H", "H", "H", "H", "H", "H", "H", "H", "B", "F", "F", "F", "F", "C", "C", "N", "H", "H", "H", "C", "C", "N", "H", "H", "H", "C", "C", "N", "H", "H", "H", "C", "C", "N", "H", "H", "H", "C", "C", "N", "H", "H", "H", "C", "C", "N", "H", "H", "H", "C", "C", "O", "H", "H", "H", "H", "H", "H", "C", "C", "O", "H", "H", "H", "H", "H", "H", "C", "C", "O", "H", "H", "H", "H", "H", "H", "C", "C", "O", "H", "H", "H", "H", "H", "H"], "coordinates": [[3.462, -6.808, 0.831], [3.152, -5.263, 0.535], [3.051, -4.409, 1.805], [2.682, -2.995, 1.551], [1.341, -2.774, 0.923], [3.886, -2.305, 0.753], [3.746, -0.775, 1.126], [2.950, -0.700, 2.423], [2.768, -2.239, 2.821], [4.259, -7.162, 1.324], [3.672, -7.237, -0.187], [2.568, -7.278, 1.141], [2.187, -5.149, -0.023], [3.886, -4.978, -0.274], [3.850, -4.567, 2.492], [2.284, -4.831, 2.486], [1.020, -1.868, 0.936], [0.581, -3.173, 1.485], [1.382, -3.249, 0.007], [4.113, -2.544, -0.395], [4.899, -2.686, 1.111], [3.052, -0.100, 0.580], [4.780, -0.411, 1.069], [1.929, -0.310, 2.235], [3.446, -0.127, 3.145], [1.720, -2.373, 3.200], [3.492, -2.505, 3.600], [-0.960, 0.790, 0.049], [-1.169, 1.702, -0.945], [-0.952, -0.508, -0.354], [0.323, 1.045, 0.687], [-1.923, 0.920, 0.951], [0.502, -0.842, -3.790], [1.064, -2.138, -3.122], [1.602, -3.072, -2.545], [-0.525, -0.794, -3.253], [1.151, 0.093, -3.445], [0.480, -0.922, -4.994], [-4.884, 0.331, -0.391], [-6.074, -0.537, -0.802], [-6.918, -1.350, -1.114], [-5.124, 1.421, -0.224], [-4.546, 0.154, 0.708], [-3.943, 0.532, -0.878], [3.272, 2.751, 1.247], [3.011, 3.269, 2.680], [2.867, 3.644, 3.663], [2.430, 2.084, 0.809], [3.585, 3.657, 0.626], [4.084, 2.223, 1.405], [-0.699, 4.122, 1.913], [-0.415, 5.111, 3.100], [-0.300, 5.853, 3.944], [-0.309, 4.535, 1.154], [-0.289, 3.260, 2.305], [-1.873, 3.814, 1.870], [-2.118, -2.637, 2.438], [-2.380, -2.758, 3.921], [-2.611, -2.778, 5.081], [-1.793, -3.554, 2.249], [-3.082, -2.368, 1.894], [-1.374, -1.897, 2.108], [-3.343, 4.232, -1.016], [-4.824, 4.296, -1.367], [-5.930, 4.381, -1.708], [-3.206, 3.541, -0.222], [-2.535, 4.168, -1.883], [-3.278, 5.195, -0.493], [1.621, 3.228, -1.949], [2.742, 3.994, -2.701], [3.830, 4.189, -1.917], [2.032, 2.441, -1.402], [0.703, 2.990, -2.739], [1.201, 3.873, -1.220], [2.422, 4.967, -2.900], [2.879, 3.507, -3.786], [4.523, 4.757, -2.250], [-0.598, 1.714, 5.130], [-1.196, 1.141, 3.964], [-2.299, 1.800, 3.541], [-1.272, 1.902, 6.043], [0.168, 2.613, 4.985], [-0.021, 1.010, 5.681], [-1.544, 0.157, 4.197], [-0.576, 1.356, 3.134], [-2.502, 1.319, 2.534], [-2.117, -3.623, -1.940], [-1.767, -4.147, -3.414], [-2.326, -5.476, -3.573], [-1.937, -4.316, -0.980], [-3.311, -3.382, -1.835], [-1.603, -2.673, -2.040], [-0.570, -4.147, -3.487], [-2.167, -3.559, -4.285], [-1.697, -5.965, -4.153], [-3.160, 3.400, -5.332], [-2.004, 3.158, -4.290], [-2.287, 1.976, -3.548], [-2.561, 3.949, -5.976], [-4.123, 3.946, -5.054], [-3.360, 2.702, -6.105], [-1.724, 4.063, -3.752], [-0.989, 3.039, -4.789], [-1.605, 1.895, -2.800]]}



3.
{"formula": "C28H60IN3O8P", "method": "the ωB97M-V functional and the def2-TZVPD basis", "largest_force_ev_per_a": 1.14, "homo_energy_ev": [-8.1, -8.5], "spin_multiplicity": 2, "total_energy_ha": -2507.9745, "elements": ["C", "C", "O", "O", "C", "C", "C", "C", "C", "C", "P", "O", "I", "C", "C", "C", "C", "N", "O", "C", "C", "C", "C", "H", "H", "H", "H", "H", "H", "H", "H", "H", "H", "H", "H", "H", "H", "H", "H", "H", "H", "H", "H", "H", "H", "H", "H", "H", "H", "H", "H", "H", "H", "C", "O", "C", "C", "N", "C", "C", "O", "C", "H", "H", "H", "H", "H", "H", "H", "H", "H", "H", "H", "H", "H", "H", "H", "C", "O", "C", "C", "N", "C", "C", "O", "C", "H", "H", "H", "H", "H", "H", "H", "H", "H", "H", "H", "H", "H", "H", "H"], "coordinates": [[-2.215, 8.726, -0.804], [-2.227, 8.687, -2.301], [-3.156, 9.056, -2.988], [-1.085, 8.187, -2.821], [-1.271, 7.284, -3.931], [-0.027, 6.406, -4.048], [-0.348, 4.976, -4.500], [0.704, 3.942, -4.049], [0.143, 2.682, -3.355], [0.828, 2.251, -2.025], [0.777, 3.484, -0.624], [1.847, 4.594, -1.203], [-1.445, 4.556, -0.938], [0.094, 0.979, -1.555], [0.781, 0.155, -0.431], [0.069, 0.451, 0.897], [0.603, -1.364, -0.691], [2.218, 0.531, -0.295], [2.478, 1.361, 0.647], [2.971, 0.789, -1.550], [4.379, 1.267, -1.147], [3.138, -0.512, -2.354], [2.291, 1.894, -2.395], [-2.887, 9.504, -0.447], [-1.206, 8.875, -0.420], [-2.572, 7.766, -0.421], [-1.418, 7.882, -4.833], [-2.175, 6.693, -3.776], [0.624, 6.872, -4.792], [0.487, 6.428, -3.087], [-0.409, 4.970, -5.591], [-1.334, 4.701, -4.117], [1.485, 4.417, -3.464], [1.191, 3.592, -4.965], [-0.933, 2.769, -3.184], [0.263, 1.832, -4.034], [2.237, 5.026, -0.434], [-0.059, 0.382, -2.459], [-0.904, 1.236, -1.185], [0.029, 1.513, 1.130], [0.517, -0.130, 1.700], [-0.960, 0.097, 0.774], [1.560, -1.882, -0.712], [0.034, -1.810, 0.125], [0.069, -1.550, -1.621], [4.347, 2.283, -0.755], [4.801, 0.610, -0.387], [5.007, 1.278, -2.039], [3.273, -1.340, -1.653], [4.035, -0.468, -2.967], [2.259, -0.752, -2.954], [2.242, 1.529, -3.425], [2.918, 2.784, -2.430], [2.345, -5.941, 5.665], [2.276, -4.769, 6.452], [3.532, -4.139, 6.675], [3.576, -2.783, 6.008], [3.589, -2.915, 4.558], [3.443, -1.656, 3.835], [2.125, -0.905, 3.974], [1.018, -1.579, 3.403], [0.344, -2.495, 4.244], [1.347, -6.375, 5.643], [2.659, -5.727, 4.637], [3.035, -6.671, 6.099], [4.350, -4.771, 6.316], [3.652, -4.010, 7.754], [4.484, -2.261, 6.324], [2.714, -2.207, 6.373], [2.840, -3.537, 4.283], [3.588, -1.870, 2.773], [4.255, -0.987, 4.135], [2.225, 0.032, 3.417], [1.906, -0.632, 5.014], [0.388, -2.188, 5.292], [0.746, -3.509, 4.153], [-0.700, -2.521, 3.931], [-3.028, -6.290, 0.546], [-3.919, -5.980, -0.507], [-5.180, -5.478, -0.078], [-5.357, -4.040, -0.511], [-4.448, -3.165, 0.214], [-4.413, -1.789, -0.270], [-3.879, -1.542, -1.676], [-2.500, -1.831, -1.821], [-2.189, -3.170, -2.164], [-2.146, -6.744, 0.099], [-2.721, -5.396, 1.100], [-3.473, -7.003, 1.246], [-5.282, -5.567, 1.008], [-5.958, -6.090, -0.543], [-6.386, -3.730, -0.307], [-5.204, -4.002, -1.599], [-3.514, -3.552, 0.160], [-3.793, -1.216, 0.424], [-5.424, -1.373, -0.206], [-3.984, -0.472, -1.879], [-4.459, -2.066, -2.444], [-2.970, -3.623, -2.779], [-2.029, -3.785, -1.274], [-1.258, -3.162, -2.731]]}